1.
Below is 2 unconnected molecules or ions with the total composition C15H18O at a distorted geometry, with properties calculated with ωB97M-V with the def2-TZVPD basis set.

Last column: natural (NBO) charge in e.
Cartesian coordinates (Å):
C1 2.43 -2.14 -2.22  -0.4386
C2 3.07 -0.87 -2.76  -0.5949
C3 1.91 -2.23 -0.89  -0.0120
C4 1.07 -3.25 -0.40  -0.2401
C5 2.18 -1.15 -0.06  -0.2582
C6 0.28 -3.00 0.78  -0.2065
C7 1.50 -0.97 1.09  -0.1494
C8 0.41 -1.89 1.57  -0.2166
H1 1.72 -2.26 -2.95  0.2136
H2 3.05 -2.92 -2.65  0.2046
H3 4.14 -0.89 -2.49  0.1906
H4 0.68 -3.95 -1.13  0.1964
H5 2.83 -0.34 -0.37  0.2112
H6 -0.32 -3.85 1.00  0.1945
H7 1.71 -0.15 1.86  0.2224
H8 0.01 -1.83 2.62  0.2281
H9 2.54 -0.01 -2.37  0.2217
H10 3.00 -1.05 -3.86  0.2011
C9 -2.45 1.61 -2.19  -0.6054
C10 -2.21 1.83 -0.78  -0.0861
C11 -0.91 2.44 -0.56  -0.3855
C12 -3.03 1.43 0.21  -0.2985
C13 -0.38 2.49 0.77  -0.4446
C14 -2.52 1.53 1.65  -0.4435
C15 -1.19 1.95 1.78  0.2855
O1 -0.75 1.95 3.13  -0.7342
H11 -1.57 2.08 -2.72  0.1999
H12 -3.31 2.03 -2.69  0.1890
H13 -0.26 3.00 -1.34  0.1754
H14 -3.97 0.83 0.18  0.1771
H15 0.55 2.85 1.08  0.1786
H16 -3.24 0.86 2.24  0.1891
H17 -0.25 2.87 3.21  0.4497
H18 -2.29 0.48 -2.47  0.1857

Total charge: -1
Gap between HOMO and LUMO (spin up / spin down), eV: 2.680 / 6.376
LUMO (spin up / spin down), eV: 3.08 / 3.05
Spin multiplicity: 2
<S²>: 0.76



2.
Below is a molecular structure, C15H19BrRhSi at a distorted geometry, with properties calculated with ωB97M-V with the def2-TZVPD basis set.

Last column: Löwdin charge in e.
Cartesian coordinates (Å):
C1 -1.62 -0.82 -2.56  -0.2502
C2 -1.43 -1.26 -1.19  -0.2120
C3 -1.52 -0.12 -0.36  -0.3010
H1 -1.23 -2.28 -0.87  0.1039
C4 -1.74 1.04 -1.17  -0.2198
C5 -1.82 0.61 -2.55  -0.2408
H2 -1.97 1.28 -3.40  0.0966
H3 -1.65 -1.51 -3.41  0.0970
H4 -1.48 -0.14 0.73  0.0575
H5 -1.84 2.04 -0.75  0.1041
Rh1 -0.02 0.11 -1.74  0.9923
Br1 2.52 -0.52 -0.19  0.5830
C6 1.74 0.60 -3.18  -0.2793
C7 0.80 1.34 -4.01  -0.1729
C8 0.08 0.41 -4.79  -0.2160
H6 0.79 2.42 -4.11  0.0867
C9 0.50 -0.90 -4.46  -0.1945
C10 1.52 -0.83 -3.48  -0.2038
H7 2.18 -1.64 -3.18  0.0730
H8 2.66 1.04 -2.80  0.0672
H9 -0.63 0.66 -5.58  0.0852
H10 0.20 -1.81 -4.99  0.0901
C11 -1.33 0.80 4.44  -0.2181
Si1 0.18 0.10 3.51  0.4441
C12 1.83 0.91 4.00  -0.2082
C13 0.12 -1.67 4.26  -0.2161
C14 0.30 0.17 1.67  -0.2826
C15 0.97 0.05 0.59  -0.8413
H11 -1.13 0.68 5.52  0.0187
H12 -2.27 0.23 4.27  0.0247
H13 -1.53 1.86 4.25  0.0148
H14 2.06 0.93 5.08  0.0143
H15 2.62 0.34 3.48  0.0283
H16 1.85 1.94 3.63  0.0231
H17 -0.83 -2.21 4.06  0.0205
H18 0.97 -2.29 3.96  0.0187
H19 0.16 -1.58 5.36  0.0130

Total charge: -1
Gap between HOMO and LUMO (spin up / spin down), eV: 4.406 / 5.922
LUMO (spin up / spin down), eV: 3.26 / 1.93
Spin multiplicity: 5
<S²>: 6.03



3.
Below is a molecular structure, C15H19F3NO6S2 at a distorted geometry, with properties calculated with ωB97M-V with the def2-TZVPD basis set.

Last column: natural (NBO) charge in e.
Cartesian coordinates (Å):
C1 3.36 0.86 1.31  -0.4440
N1 3.99 0.98 2.63  -0.7925
S1 5.68 1.41 2.49  0.3703
C2 6.50 -0.19 2.73  0.8192
F1 7.74 0.09 3.22  -0.3212
F2 5.85 -1.00 3.60  -0.3160
F3 6.62 -0.85 1.55  -0.3291
S2 3.26 2.14 3.66  2.2976
C3 1.83 1.10 3.75  -0.3690
C4 0.60 1.64 3.39  -0.2112
C5 -0.38 0.74 2.99  -0.1194
C6 -0.21 -0.64 3.13  -0.2017
C7 1.00 -1.15 3.60  -0.2248
C8 2.04 -0.28 3.88  -0.2045
O1 3.93 2.13 4.93  -0.9099
O2 3.00 3.35 2.94  -0.9233
H1 3.93 0.10 0.76  0.2175
H2 2.31 0.54 1.45  0.2402
H3 3.42 1.81 0.75  0.2066
H4 0.43 2.72 3.32  0.2354
H5 -1.27 1.17 2.55  0.2524
H6 -1.02 -1.32 2.89  0.2507
H7 1.14 -2.23 3.71  0.2152
H8 3.04 -0.64 4.13  0.2376
H9 -1.53 -0.36 1.13  0.2030
C9 -2.52 0.04 0.98  -0.7010
C10 -3.09 -0.01 -0.33  0.7440
O3 -4.15 0.48 -0.75  -0.6801
O4 -2.28 -0.72 -1.18  -0.5522
C11 -2.98 -0.94 -2.41  -0.0731
C12 -2.02 -1.58 -3.38  -0.6196
C13 -3.46 0.35 2.03  0.7275
O5 -4.58 0.86 1.92  -0.6902
O6 -2.98 0.04 3.27  -0.5768
C14 -3.88 0.46 4.31  -0.0695
C15 -3.15 0.44 5.62  -0.6232
H10 -3.82 -1.60 -2.18  0.1694
H11 -3.37 0.00 -2.81  0.1928
H12 -2.54 -1.79 -4.32  0.1952
H13 -1.18 -0.90 -3.60  0.2006
H14 -1.64 -2.51 -2.95  0.2000
H15 -4.29 1.46 4.11  0.1976
H16 -4.70 -0.28 4.29  0.1738
H17 -3.84 0.67 6.43  0.1994
H18 -2.71 -0.55 5.77  0.2020
H19 -2.34 1.19 5.63  0.2042

Total charge: -1
Gap between HOMO and LUMO, eV: 6.027
LUMO, eV: 2.27



What did we get for energy above the lowest of the compared OMol25 structures with the same formula, charge and spin? Answer: 70.3 23.0 0.0 kcal per mole, in the order shown.
What did we get for electronic energy? Answer: -17890.21828 -96784.31149 -59461.18785 eV, in the order shown.